# F2H2N2

A 2-piece molecular cluster, F2H2N2 overall (wB97M-V/def2-TZVPD, the OMol25 dataset).

Output
relative energy (zero: lowest compared OMol25 entry of this formula, charge and spin)	425.7	kJ/mol
gap between HOMO and LUMO (spin up / spin down)	10.873 / 9.527	eV
E_LUMO (spin up / spin down)	-0.50 / -1.28	eV
electronic energy	-310.17621	Eh

CARTESIAN COORDINATES (ANGSTROEM)
H (1.40953, -1.36687, -0.23123)
N (-1.54959, 0.18105, 0.61124)
F (-1.99938, 0.44864, -0.64156)
F (1.35479, 0.47572, 0.40900)
N (1.37661, -0.38905, -0.65716)
H (-0.59196, 0.65051, 0.50971)

Cartesian forces, eV/Å:
-0.03 1.36 0.10
1.59 0.79 -0.21
-0.51 -0.07 -0.39
0.31 -0.64 -0.02
0.05 -0.76 -0.12
-1.41 -0.69 0.63